Entry from the OMol25 dataset: a cluster of 4 separate species, C44H87BrClF6NO18P3 in total at a distorted geometry (the ωB97M-V functional and the def2-TZVPD basis).

Positions of all 161 atoms, in Å:
C -2.87 -0.86 2.09
C -1.93 -2.06 2.31
O -1.22 -2.45 1.12
C -1.60 -3.78 0.79
C -0.74 -4.43 -0.35
O 0.39 -3.65 -0.73
C 0.74 -3.87 -2.08
C 1.57 -2.71 -2.67
O 0.73 -1.92 -3.52
C 1.48 -1.02 -4.30
C 0.89 0.41 -4.33
C -0.68 0.40 -4.19
C -1.24 0.86 -2.84
F -2.59 0.67 -2.94
F -1.00 2.16 -2.56
C -0.80 -0.01 -1.63
F 0.52 -0.02 -1.43
F -1.34 0.56 -0.55
F -1.30 -1.22 -1.68
C -1.33 1.15 -5.48
C -2.63 0.51 -6.05
C -3.92 1.35 -5.74
C -5.04 0.37 -5.32
C -6.43 1.01 -5.12
C -6.57 1.97 -3.90
C -5.61 1.71 -2.72
O -5.59 0.37 -2.21
C -6.84 -0.20 -2.08
C -7.05 -1.50 -2.87
O -7.68 0.26 -1.39
C -0.07 1.22 -6.39
C 0.06 0.41 -7.69
C 0.28 -1.12 -7.53
O 1.30 -1.56 -7.90
Br -1.04 -2.34 -6.76
N 1.15 1.34 -5.49
Cl 0.84 2.97 -4.80
C 2.50 1.53 -6.11
C 3.74 1.16 -5.25
C 3.88 1.86 -3.90
F 4.83 1.55 -6.02
H -2.31 0.06 1.89
H -3.63 -1.05 1.31
H -3.40 -0.69 3.05
H -2.55 -2.88 2.70
H -1.18 -1.76 3.07
H -2.65 -3.73 0.42
H -1.55 -4.46 1.66
H -1.41 -4.62 -1.21
H -0.36 -5.40 0.03
H 1.40 -4.76 -2.10
H -0.12 -4.05 -2.75
H 1.97 -2.05 -1.87
H 2.44 -3.12 -3.22
H 2.48 -0.94 -3.81
H 1.67 -1.47 -5.29
H 1.23 0.98 -3.45
H -1.16 -0.58 -4.29
H -1.71 2.09 -5.05
H -2.60 0.37 -7.14
H -2.79 -0.47 -5.56
H -3.76 2.05 -4.90
H -4.21 1.98 -6.61
H -5.14 -0.36 -6.16
H -4.67 -0.22 -4.46
H -7.19 0.21 -5.15
H -6.63 1.61 -6.03
H -6.40 3.00 -4.27
H -7.63 1.95 -3.58
H -5.96 2.36 -1.89
H -4.61 2.09 -2.95
H -7.79 -1.35 -3.67
H -7.32 -2.34 -2.22
H -6.09 -1.78 -3.35
H -0.13 2.25 -6.79
H -0.84 0.55 -8.31
H 0.90 0.77 -8.31
H 2.62 1.01 -7.08
H 2.60 2.59 -6.36
H 3.87 0.07 -5.13
H 3.48 2.89 -3.90
H 3.35 1.32 -3.08
H 4.93 1.96 -3.57
O 5.99 -6.03 -3.90
P 7.24 -5.43 -4.47
O 6.93 -5.52 -6.10
C 5.63 -5.29 -6.62
C 5.48 -3.87 -7.13
O 8.27 -6.68 -4.30
C 7.99 -7.76 -3.40
C 7.37 -8.92 -4.14
O 8.58 -4.50 -4.72
C 8.44 -3.15 -5.15
C 7.63 -2.31 -4.19
H 4.85 -5.50 -5.89
H 5.49 -5.99 -7.45
H 5.59 -3.15 -6.31
H 4.50 -3.72 -7.59
H 6.25 -3.64 -7.87
H 7.37 -7.43 -2.57
H 8.95 -8.06 -2.97
H 6.46 -8.62 -4.66
H 7.13 -9.73 -3.45
H 8.06 -9.30 -4.90
H 8.02 -3.12 -6.16
H 9.45 -2.74 -5.23
H 6.61 -2.70 -4.08
H 7.57 -1.28 -4.53
H 8.08 -2.32 -3.20
O 1.67 4.27 3.19
P 0.41 4.39 3.99
O 0.48 3.04 4.94
C 1.71 2.57 5.48
C 1.88 3.02 6.92
O -0.68 3.91 2.87
C -0.37 3.90 1.48
C 0.06 2.51 1.05
O -0.88 4.99 4.84
C -0.69 5.47 6.16
C 0.32 6.60 6.24
H 2.57 2.88 4.89
H 1.67 1.48 5.45
H 1.95 4.11 6.97
H 2.79 2.60 7.35
H 1.03 2.71 7.53
H 0.40 4.65 1.24
H -1.27 4.19 0.94
H 0.90 2.15 1.64
H 0.33 2.50 -0.01
H -0.75 1.81 1.21
H -0.41 4.64 6.82
H -1.66 5.83 6.51
H 1.30 6.28 5.89
H 0.41 6.96 7.26
H 0.00 7.43 5.60
O -4.04 1.87 12.48
P -3.21 2.58 11.45
O -1.79 1.74 11.53
C -1.76 0.33 11.72
C -1.60 -0.40 10.40
O -2.81 3.93 12.29
C -3.53 4.33 13.45
C -2.83 3.85 14.70
O -2.71 3.40 10.10
C -2.61 2.72 8.86
C -3.93 2.11 8.42
H -2.66 -0.03 12.23
H -0.91 0.11 12.37
H -2.45 -0.22 9.75
H -1.51 -1.48 10.57
H -0.70 -0.06 9.88
H -4.56 3.98 13.41
H -3.56 5.42 13.44
H -2.69 2.77 14.70
H -3.39 4.13 15.59
H -1.83 4.30 14.77
H -1.82 1.96 8.91
H -2.30 3.45 8.12
H -4.28 1.37 9.14
H -3.82 1.62 7.45
H -4.70 2.88 8.34

Summary:
- LUMO energy (hartree) = -0.1764
- HOMO-LUMO gap (eV) = 6.3
- charge = +1
- F_max (eV/Å) = 7.74
- E (a.u.) = -7794.96068